Record 1
Formula: C5H8O2
Source: the OMol25 dataset
Level of theory: wB97M-V/def2-TZVPD

SMILES: O=C1CC[C@@H]1CO
HOMO energy in hartree: -0.353
Kohn-Sham gap in Ha: 0.383

```
! RIJCOSX wB97M-V def2-TZVPD def2/J DEFGRID3
* xyz 0 1
O -1.39 -2.15 -0.23
C -1.15 -1.00 -0.01
C -1.94 0.31 -0.16
C -0.57 0.98 -0.37
C 0.11 -0.20 0.36
C 1.55 -0.52 0.02
O 2.33 0.42 0.74
H -2.69 0.38 -0.95
H -2.39 0.60 0.79
H -0.38 1.98 0.01
H -0.30 0.93 -1.44
H 0.06 -0.03 1.44
H 1.81 -1.55 0.30
H 1.70 -0.40 -1.07
H 3.26 0.25 0.58
*
```

Atomic partial charges in e from the natural (NBO) method, atoms 1 to 6: atom 1 (O): -0.51, atom 2 (C): 0.62, atom 3 (C): -0.52, atom 4 (C): -0.39, atom 5 (C): -0.35, atom 6 (C): -0.06

---

Record 2
Formula: C3H5N2O2
Source: the OMol25 dataset
Level of theory: wB97M-V/def2-TZVPD

SMILES: [NH2+]1[C@@H]2O[C@@H]2N2O[C@@H]12
HOMO energy in hartree: -0.573
Kohn-Sham gap in Ha: 0.440

```
! RIJCOSX wB97M-V def2-TZVPD def2/J DEFGRID3
* xyz 1 1
N 0.25 -0.67 0.19
C 0.73 0.63 -0.39
O 0.67 1.67 0.48
C -0.47 1.58 -0.29
N -1.55 0.95 0.33
O -2.03 -0.20 -0.44
C -1.25 -0.38 0.64
H 0.34 -1.32 -0.56
H 0.74 -0.68 1.03
H 1.62 0.42 -0.99
H -0.72 2.36 -1.05
H -1.73 -0.99 1.44
*
```

Atomic partial charges in e from the natural (NBO) method, atoms 1 to 6: atom 1 (N): -0.56, atom 2 (C): 0.16, atom 3 (O): -0.40, atom 4 (C): 0.20, atom 5 (N): -0.12, atom 6 (O): -0.30

---

Record 3
Formula: C9H18ClIMgO7
Source: the OMol25 dataset
Level of theory: wB97M-V/def2-TZVPD

HOMO energy in hartree: -0.291
Kohn-Sham gap in Ha: 0.305

```
! RIJCOSX wB97M-V def2-TZVPD def2/J DEFGRID3
* xyz 0 1
Mg 0.09 0.81 -0.70
I -1.81 2.55 -0.14
Cl 1.07 0.28 -2.66
C 0.51 -3.17 -0.31
O 0.45 -2.74 1.07
C 0.24 -1.50 1.47
O 0.25 -0.52 0.71
O 0.21 -1.51 2.81
C -0.07 -0.38 3.55
H 1.16 -4.05 -0.25
H 0.91 -2.49 -1.06
H -0.48 -3.48 -0.64
H -1.07 0.03 3.43
H 0.52 0.49 3.26
H -0.01 -0.69 4.59
C 4.00 1.87 -1.40
O 3.77 2.49 -0.13
C 2.53 2.51 0.39
O 1.54 1.84 0.03
O 2.47 3.40 1.36
C 1.32 3.53 2.20
H 4.99 2.15 -1.75
H 3.20 2.04 -2.12
H 3.99 0.80 -1.18
H 1.57 4.23 3.00
H 0.98 2.66 2.76
H 0.51 4.15 1.82
C -4.08 -0.45 -1.87
C -2.79 -1.35 -1.69
O -1.79 -0.95 -1.15
C -2.78 -2.68 -2.39
H -3.95 0.44 -1.26
H -4.85 -1.07 -1.40
H -4.30 -0.13 -2.89
H -2.21 -2.63 -3.32
H -3.75 -3.17 -2.51
H -2.31 -3.31 -1.64
*
```

Atomic partial charges in e from the natural (NBO) method, atoms 1 to 6: atom 1 (Mg): 1.69, atom 2 (I): -0.85, atom 3 (Cl): -0.88, atom 4 (C): -0.26, atom 5 (O): -0.48, atom 6 (C): 1.06

---

Record 4
Formula: C9H16N2S
Source: the OMol25 dataset
Level of theory: wB97M-V/def2-TZVPD

SMILES: CC(C)/C(C#N)=N/CC(C)(C)S
HOMO energy in hartree: -0.342
Kohn-Sham gap in Ha: 0.345

```
! RIJCOSX wB97M-V def2-TZVPD def2/J DEFGRID3
* xyz 0 1
C 3.52 0.74 0.51
C 2.36 -0.19 0.12
C 2.12 -1.37 1.14
C 1.08 0.56 -0.17
C 1.07 1.68 -1.04
N 0.88 2.60 -1.71
N 0.07 0.21 0.53
C -1.23 0.85 0.46
C -2.23 -0.06 -0.17
C -2.30 0.04 -1.69
C -1.94 -1.54 0.15
S -4.01 0.30 0.54
H 4.40 0.30 0.97
H 3.18 1.31 1.29
H 3.76 1.50 -0.27
H 2.68 -0.85 -0.79
H 3.13 -1.94 1.19
H 1.25 -1.99 0.84
H 1.87 -0.97 2.08
H -1.17 1.89 -0.07
H -1.50 1.03 1.49
H -1.32 0.22 -2.16
H -2.91 1.00 -1.82
H -2.81 -0.82 -2.02
H -1.83 -1.80 1.30
H -1.00 -1.97 -0.21
H -2.67 -2.20 -0.35
H -4.44 1.47 -0.14
*
```

Atomic partial charges in e from the natural (NBO) method, atoms 1 to 6: atom 1 (C): -0.62, atom 2 (C): -0.24, atom 3 (C): -0.59, atom 4 (C): 0.15, atom 5 (C): 0.23, atom 6 (N): -0.27

---

Record 5
Formula: C22H28AsF6FeNO9PS2
Source: the OMol25 dataset
Level of theory: wB97M-V/def2-TZVPD

Expectation value of S²: 8.77
HOMO energy (spin up / spin down) in hartree: -0.286 / -0.285
Kohn-Sham gap (spin up / spin down) in Ha: 0.248 / 0.170

```
! RIJCOSX wB97M-V def2-TZVPD def2/J DEFGRID3
* xyz 0 6
Fe 0.46 0.11 -0.76
O 2.05 0.99 -4.85
C 1.65 1.07 -3.60
O 1.92 0.24 -2.76
C 0.77 2.23 -3.29
C 0.28 3.12 -4.24
C -0.61 4.09 -3.82
C -1.03 4.11 -2.50
C -0.50 3.16 -1.62
N 0.40 2.27 -2.02
C -0.88 2.99 -0.18
O -1.97 3.62 0.25
O -0.23 2.29 0.56
H 2.50 0.14 -5.01
H 0.59 3.04 -5.27
H -1.01 4.82 -4.52
H -1.73 4.87 -2.17
H -2.46 4.07 -0.46
C -6.36 1.25 -1.92
O -6.30 0.31 -0.87
C -5.09 -0.08 -0.42
C -5.10 -1.07 0.59
C -3.93 -1.55 1.10
C -2.67 -1.08 0.68
C -1.43 -1.60 1.18
C -1.40 -2.82 2.07
O -0.31 -1.12 0.91
C -2.65 -0.05 -0.33
O -1.59 0.48 -0.79
C -3.89 0.41 -0.86
H -7.41 1.39 -2.14
H -5.84 0.89 -2.81
H -5.92 2.21 -1.61
H -6.05 -1.44 0.93
H -3.98 -2.30 1.87
H -2.37 -3.20 2.35
H -0.82 -2.58 2.97
H -0.85 -3.60 1.54
H -3.81 1.15 -1.64
C 2.59 -2.90 1.77
C 4.01 -2.37 1.81
C 4.65 -2.32 0.43
O 4.02 -1.09 2.47
P 3.95 0.36 1.79
S 5.64 0.97 0.97
S 2.39 0.46 0.44
O 3.70 1.29 3.04
C 2.81 1.12 4.16
C 1.48 0.52 3.76
C 3.51 0.31 5.25
H 2.58 -3.89 1.32
H 1.95 -2.25 1.18
H 2.19 -2.98 2.77
H 4.62 -3.00 2.48
H 4.04 -1.71 -0.24
H 4.72 -3.32 0.03
H 5.65 -1.89 0.49
H 2.67 2.15 4.51
H 1.62 -0.50 3.41
H 1.03 1.11 2.95
H 0.81 0.52 4.61
H 3.67 -0.71 4.92
H 2.90 0.31 6.15
H 4.48 0.76 5.48
F 0.43 -2.00 -1.73
As -0.60 -2.00 -3.24
F -0.49 -3.73 -3.31
F -2.01 -2.12 -2.22
F -1.58 -1.88 -4.68
F -0.67 -0.22 -3.10
F 0.85 -1.83 -4.21
*
```

Atomic partial charges in e from the Löwdin method, atoms 1 to 6: atom 1 (Fe): 0.75, atom 2 (O): 0.17, atom 3 (C): -0.47, atom 4 (O): 0.03, atom 5 (C): -0.15, atom 6 (C): 0.05

---

Record 6
Formula: C34H43AsF3MoN3S3
Source: the OMol25 dataset
Level of theory: wB97M-V/def2-TZVPD

Expectation value of S²: 2.01
HOMO energy (spin up / spin down) in hartree: -0.684 / -0.684
Kohn-Sham gap (spin up / spin down) in Ha: 0.197 / 0.135

```
! RIJCOSX wB97M-V def2-TZVPD def2/J DEFGRID3
* xyz 4 3
Mo -0.15 -0.56 -0.44
C 1.38 4.84 2.83
C 0.86 3.82 3.87
S -0.10 2.45 3.15
C 0.94 1.00 3.48
C 2.00 0.70 2.43
S 1.39 0.71 0.70
C 2.32 2.08 -0.06
C 1.88 3.50 0.34
S 2.68 4.12 1.84
H 1.84 5.69 3.33
H 0.59 5.20 2.17
H 0.20 4.37 4.54
H 1.67 3.41 4.47
H 0.26 0.15 3.61
H 1.43 1.14 4.44
H 2.48 -0.27 2.58
H 2.79 1.46 2.45
H 2.18 1.95 -1.13
H 3.38 1.91 0.16
H 0.80 3.63 0.44
H 2.25 4.19 -0.43
N -1.29 -1.14 1.45
C -2.78 -1.36 1.53
C -3.56 -0.11 1.15
C -3.75 0.04 -0.36
C -3.00 1.17 -1.05
N -1.52 1.21 -0.72
H -0.84 -1.98 1.82
H -1.11 -0.42 2.14
H -3.02 -1.68 2.55
H -3.04 -2.18 0.86
H -3.07 0.77 1.60
H -4.53 -0.16 1.64
H -4.81 0.19 -0.60
H -3.48 -0.90 -0.85
H -3.41 2.14 -0.76
H -3.09 1.07 -2.13
H -1.44 1.67 0.18
H -1.10 1.84 -1.40
C 2.04 2.91 -5.95
C 2.24 1.57 -6.24
C 1.88 0.60 -5.31
C 1.31 1.00 -4.11
C 1.10 2.34 -3.82
C 1.47 3.30 -4.75
As 0.79 -0.38 -2.88
C 2.11 -1.76 -3.13
C 3.44 -1.40 -2.91
C 4.44 -2.35 -3.09
C 4.11 -3.64 -3.47
C 2.79 -3.99 -3.69
C 1.78 -3.05 -3.52
C -0.86 -1.14 -3.51
C -1.63 -1.73 -2.50
C -2.82 -2.39 -2.75
C -3.26 -2.44 -4.07
C -2.54 -1.83 -5.08
C -1.33 -1.19 -4.81
H 2.32 3.66 -6.68
H 2.68 1.27 -7.18
H 2.06 -0.45 -5.53
H 0.62 2.65 -2.89
H 1.30 4.35 -4.54
H 3.71 -0.38 -2.66
H 5.48 -2.07 -2.95
H 4.89 -4.37 -3.63
H 2.54 -4.99 -4.01
H 0.75 -3.32 -3.71
H -1.32 -1.68 -1.43
H -3.40 -2.88 -1.97
H -4.18 -2.96 -4.30
H -2.91 -1.86 -6.10
H -0.77 -0.73 -5.61
F 3.64 -6.39 -1.12
C 2.62 -6.41 -0.26
F 1.76 -7.35 -0.62
F 3.09 -6.69 0.95
C 1.96 -5.04 -0.23
C 2.74 -3.90 -0.12
C 2.13 -2.67 -0.12
N 0.79 -2.52 -0.22
C 0.04 -3.64 -0.31
C 0.58 -4.91 -0.32
H 3.82 -3.98 -0.05
H 2.73 -1.77 -0.08
H -1.03 -3.51 -0.38
H -0.07 -5.77 -0.40
*
```

Atomic partial charges in e from the Löwdin method, atoms 1 to 6: atom 1 (Mo): 1.09, atom 2 (C): -0.43, atom 3 (C): -0.46, atom 4 (S): 0.89, atom 5 (C): -0.50, atom 6 (C): -0.40

---

Q: Which ΔE to the lowest compared entry with this formula, charge and spin values were calculated for the entries above? A: 29.9, 108.5, 22.4, 37.0, 34.7, 0.0, in kcal per mole.